This record from the Open Molecules 2025 dataset describes CH3NS2 in the gas phase. The level of theory is ωB97M-V/def2-TZVPD.

Last column: Mulliken charge in e.
CARTESIAN COORDINATES (ANGSTROEM)
S: 0.328 -1.851 0.113  -0.067
S: -0.295 0.765 1.785  -0.146
N: 0.739 -0.223 0.330  -0.256
C: -0.035 -0.389 -0.835  -0.214
H: -1.103 0.080 -0.958  0.282
H: 0.668 -0.412 -1.635  0.242
H: -0.303 2.031 1.200  0.159

Summary:
HOMO-LUMO gap ... 8.427 eV
Structure (SMILES) ... SN1CS1
Energy above the lowest of the compared OMol25 structures with the same formula, charge and spin ... 67.9 kcal per mole
Net charge ... 0
Maximum force ... 0.0807 hartree/bohr
E_tot ... -24243.169 eV

---

This record from the Open Molecules 2025 dataset describes a molecular structure, CH3O2. The level of theory is ωB97M-V/def2-TZVPD.

Last column: Mulliken charge in e.
CARTESIAN COORDINATES (ANGSTROEM)
O: 0.281 0.069 0.555  -0.005
O: 1.158 -0.549 -0.779  -0.169
C: -0.824 0.388 0.207  0.096
H: -0.927 0.243 -0.841  0.352
H: 1.835 -0.909 -0.165  0.413
H: -1.524 0.758 1.024  0.313

Summary:
HOMO-LUMO gap (spin up / spin down) ... 10.752 / 10.753 eV
Energy above the lowest of the compared OMol25 structures with the same formula, charge and spin ... 96.7 kcal per mole
Net charge ... +1
Maximum force ... 0.0847 hartree/bohr
E_tot ... -5167.433 eV

---

This record from the Open Molecules 2025 dataset describes 2 unconnected molecules or ions with the total composition CH3O2S. The level of theory is ωB97M-V/def2-TZVPD.

Last column: Mulliken charge in e.
CARTESIAN COORDINATES (ANGSTROEM)
S: 1.068 1.523 1.339  -0.791
O: -0.383 0.354 -0.946  -0.367
O: -0.450 -1.743 -1.719  -0.546
C: -0.339 -0.944 -0.816  0.289
H: 0.284 0.782 -0.240  0.185
H: -0.208 -1.293 0.229  0.227
H: 0.028 1.320 2.153  0.004

Summary:
HOMO-LUMO gap ... 7.867 eV
Energy above the lowest of the compared OMol25 structures with the same formula, charge and spin ... 3.5 kcal per mole
Net charge ... -1
Maximum force ... 0.0204 hartree/bohr
E_tot ... -16017.629 eV

---

This record from the Open Molecules 2025 dataset describes 2 unconnected molecules or ions with the total composition CH3O2S. The level of theory is ωB97M-V/def2-TZVPD.

Last column: Mulliken charge in e.
CARTESIAN COORDINATES (ANGSTROEM)
S: -3.599 -0.115 0.356  0.134
O: -4.466 0.255 1.499  -0.560
O: -4.328 -0.205 -0.919  -0.532
C: 0.192 0.361 -1.002  -0.725
H: 0.384 1.315 -1.662  0.187
H: -0.305 0.523 -0.115  0.242
H: -0.258 -0.382 -1.608  0.254

Summary:
HOMO-LUMO gap (spin up / spin down) ... 8.853 / 3.972 eV
Energy above the lowest of the compared OMol25 structures with the same formula, charge and spin ... 85.3 kcal per mole
Net charge ... -1
Maximum force ... 0.0816 hartree/bohr
E_tot ... -16014.082 eV

---

What did the third record say?
This record from the Open Molecules 2025 dataset describes 2 unconnected molecules or ions with the total composition CH3O2S. The level of theory is ωB97M-V/def2-TZVPD.

Last column: Mulliken charge in e.
CARTESIAN COORDINATES (ANGSTROEM)
S: 1.068 1.523 1.339  -0.791
O: -0.383 0.354 -0.946  -0.367
O: -0.450 -1.743 -1.719  -0.546
C: -0.339 -0.944 -0.816  0.289
H: 0.284 0.782 -0.240  0.185
H: -0.208 -1.293 0.229  0.227
H: 0.028 1.320 2.153  0.004

Summary:
HOMO-LUMO gap ... 7.867 eV
Energy above the lowest of the compared OMol25 structures with the same formula, charge and spin ... 3.5 kcal per mole
Net charge ... -1
Maximum force ... 0.0204 hartree/bohr
E_tot ... -16017.629 eV

---

- Which value of maximum force does entry 3 give?
  0.0204 hartree/bohr